The following is a DFT calculation (ωB97M-V/def2-TZVPD) of a molecular structure, C30H26BrN10O5S5Ta at a distorted geometry.

Calculated values
Electronic energy, eV: -182431.687
HOMO-LUMO gap, eV: 5.7
Total charge: +2
HOMO energy, eV: -12.05

Geometry (Å):
Ta 1.449 -0.233 -0.955
O 1.560 1.458 6.697
N 1.028 1.801 5.672
O 0.198 2.687 5.557
C 1.305 1.007 4.460
C 1.494 -0.317 4.628
C 1.652 -1.158 3.483
C 1.924 -2.532 3.579
C 2.089 -3.259 2.426
C 1.938 -2.621 1.197
N 1.643 -1.331 1.078
C 1.540 -0.593 2.209
C 1.378 0.819 2.052
N 1.380 1.290 0.777
C 1.357 2.603 0.612
C 1.335 3.507 1.677
C 1.312 3.044 2.962
C 1.308 1.650 3.174
H 1.522 -0.737 5.624
H 2.021 -2.996 4.552
H 2.336 -4.310 2.448
H 2.065 -3.174 0.276
H 1.395 2.953 -0.407
H 1.350 4.566 1.463
H 1.300 3.727 3.797
C -1.621 -4.676 -2.807
N -1.268 -3.620 -1.860
C -2.156 -3.448 -0.712
C -0.206 -2.836 -2.011
N 0.261 -2.055 -1.051
N 0.442 -2.925 -3.217
C 1.489 -2.131 -3.602
N 1.951 -2.348 -4.838
N 2.005 -1.250 -2.798
H -2.291 -4.306 -3.585
H -2.125 -5.467 -2.258
H -0.733 -5.124 -3.250
H -3.103 -3.925 -0.944
H -2.346 -2.392 -0.525
H -1.744 -3.912 0.188
H -0.274 -2.182 -0.198
H -0.076 -3.359 -3.964
H 1.607 -3.091 -5.422
H 2.665 -1.753 -5.223
H 2.808 -0.789 -3.209
O 7.832 2.190 -2.785
C 6.762 1.817 -2.432
S 5.221 2.496 -3.055
C 4.188 1.448 -2.125
C 4.771 0.534 -1.325
S 3.822 -0.545 -0.344
S 6.512 0.483 -1.262
S 2.454 1.587 -2.272
Br -0.593 3.729 -2.073
C -2.194 2.755 -2.308
C -3.358 3.510 -2.336
C -4.574 2.908 -2.609
C -4.631 1.546 -2.876
C -3.468 0.803 -2.850
C -2.231 1.384 -2.547
C -1.093 0.432 -2.504
O -1.076 -0.593 -3.151
O -0.082 0.719 -1.673
H -3.302 4.576 -2.166
H -5.472 3.510 -2.633
H -5.573 1.070 -3.108
H -3.493 -0.257 -3.058
S -1.722 -0.356 1.070
C -2.327 0.800 2.134
N -3.421 0.492 2.899
C -4.006 1.367 3.746
C -3.485 2.618 3.861
C -2.357 2.894 3.068
N -1.803 2.036 2.240
H -3.796 -0.441 2.790
H -4.869 1.008 4.289
H -3.912 3.351 4.525
H -1.892 3.872 3.120